Molecular formula: C5H14S
Method: DFT, ωB97M-V/def2-TZVPD

Results
**Energy relative to the best compared isomer or geometry (same formula, charge and spin)**: 12.0 kcal/mol
**HOMO**: -8.37 eV
**Max |F|**: 1.36 eV/Å
**SMILES string**: CCSC.CC
**Calculated total energy**: -597.0581 Eh
**LUMO level**: 0.97 eV

```
! RIJCOSX wB97M-V def2-TZVPD def2/J DEFGRID3
* xyz 0 1
S 1.298 2.021 -1.643
C 1.128 0.263 -1.230
C -0.447 2.619 -1.557
C 0.525 -2.413 2.189
C -1.209 2.038 -0.343
C -0.197 -2.101 0.878
H -1.112 -2.680 0.835
H 1.200 -1.636 2.544
H -1.738 1.152 -0.688
H 2.031 -0.052 -0.705
H -0.418 3.702 -1.549
H 1.061 -0.315 -2.146
H -0.894 2.231 -2.469
H -1.907 2.767 0.064
H 0.353 0.090 -0.499
H -0.507 1.766 0.438
H -0.214 -2.691 2.938
H -0.523 -1.069 0.821
H 0.401 -2.396 0.019
H 1.168 -3.295 2.104
*
```

Löwdin population analysis, charges in e, atoms 1 to 4: atom 1 (S): 0.760, atom 2 (C): -0.432, atom 3 (C): -0.523, atom 4 (C): -0.160



Molecular formula: C54H42AsBrCoF5N2PSSi
Method: DFT, ωB97M-V/def2-TZVPD

Results
**Energy relative to the best compared isomer or geometry (same formula, charge and spin)**: 64.7 kcal/mol
**HOMO (alpha / beta)**: -7.25 / -7.49 eV
**Max |F|**: 1.72 eV/Å
**Calculated total energy**: -9913.3513 Eh
**LUMO level (alpha / beta)**: -0.08 / -0.45 eV

```
! RIJCOSX wB97M-V def2-TZVPD def2/J DEFGRID3
* xyz 0 4
Br 1.790 3.345 0.075
As -3.259 -0.120 0.390
Co 0.285 0.295 0.746
S 0.220 0.334 5.103
P 2.014 -0.002 -0.755
Si 2.704 -2.159 -3.084
F 4.961 -0.477 -1.613
F 7.125 1.031 -1.248
F 4.449 4.532 0.348
F -0.627 -1.365 -0.428
F 6.902 3.539 -0.191
N 2.002 -1.578 -1.543
N -0.863 1.853 1.557
C -6.761 1.583 -1.195
C -7.078 1.613 1.182
C -3.439 -0.728 4.610
C -0.520 -3.504 0.478
C 1.383 -2.617 -0.795
C 0.300 -0.438 2.610
C -0.863 2.998 3.657
C -4.098 -2.746 0.934
C 2.995 -0.834 -4.379
C 3.146 -0.725 0.770
C -3.454 -0.791 2.205
C 4.561 3.285 -0.114
C 1.969 1.841 -3.110
C 1.415 -3.342 -3.802
C 3.433 2.501 -0.307
C 4.771 -2.170 1.836
C 0.107 -4.723 0.644
C 1.338 2.519 -4.143
C 1.287 0.919 -2.314
C 3.207 0.095 1.896
C -1.489 2.898 1.011
C -0.016 0.643 3.400
C -5.504 1.031 -1.015
C 0.742 -1.526 3.409
C -3.776 -2.074 4.651
C 0.739 -1.258 4.744
C 3.959 -1.852 0.751
C -5.821 1.052 1.359
C 0.114 -2.510 -0.236
C -0.711 1.413 -3.610
C 1.963 -3.883 -0.641
C 4.331 -3.130 -2.940
C -4.566 -4.037 0.708
C -4.815 -4.467 -0.586
C -0.577 1.870 2.879
C 4.783 -1.364 2.962
C -0.073 0.742 -2.576
C -5.027 0.742 0.262
C -3.283 -0.090 3.388
C 3.521 1.184 -0.780
C -1.824 4.029 1.724
C -7.552 1.877 -0.093
C -0.006 2.303 -4.404
C -4.114 -2.335 -1.446
C 4.001 -0.217 2.986
C 5.931 1.517 -0.916
C -3.884 -1.890 -0.154
C 4.797 0.749 -1.094
C -4.590 -3.620 -1.663
C -3.840 -2.138 2.247
C 1.353 -4.906 0.061
C -1.484 4.081 3.074
C 5.820 2.794 -0.401
C -3.988 -2.774 3.475
H -1.768 1.246 -3.786
H 1.866 -5.854 0.159
H 1.282 -4.237 -3.195
H 5.037 -2.734 -2.213
H -0.596 2.992 4.705
H -8.534 2.311 -0.229
H -0.372 -5.515 1.203
H -0.660 0.074 -1.956
H -0.497 2.830 -5.213
H 1.729 -3.665 -4.797
H -3.889 -2.573 5.604
H 2.076 -0.326 -4.664
H -7.129 1.780 -2.194
H -1.728 2.812 -0.043
H -3.936 -1.673 -2.285
H 1.026 -1.909 5.556
H 3.990 -2.483 -0.124
H -4.882 0.808 -1.876
H 1.903 3.223 -4.742
H -4.787 -3.965 -2.670
H 4.163 -4.184 -2.712
H -3.039 0.965 3.364
H 5.407 -1.617 3.811
H -1.505 -3.296 0.877
H -5.468 0.844 2.361
H 4.008 0.434 3.853
H 0.440 -2.860 -3.902
H 3.393 -1.335 -5.265
H 5.405 -3.048 1.789
H -3.287 -0.178 5.530
H -4.271 -3.819 3.514
H -5.196 -5.466 -0.754
H 4.821 -3.093 -3.916
H -7.692 1.837 2.046
H 1.079 -2.473 3.008
H 3.019 2.040 -2.954
H -2.333 4.849 1.240
H 3.725 -0.089 -4.068
H 2.930 -4.069 -1.084
H -4.742 -4.708 1.539
H 2.627 1.015 1.920
H -1.710 4.961 3.662
*
```

Löwdin population analysis, charges in e, atoms 1 to 4: atom 1 (Br): 0.907, atom 2 (As): 1.372, atom 3 (Co): 0.600, atom 4 (S): 1.006



Molecular formula: C22H37ClP2Ti
Method: DFT, ωB97M-V/def2-TZVPD

Results
**Energy relative to the best compared isomer or geometry (same formula, charge and spin)**: 53.1 kcal/mol
**HOMO (alpha / beta)**: -12.87 / -12.87 eV
**Max |F|**: 6.29 eV/Å
**Calculated total energy**: -2851.8783 Eh
**LUMO level (alpha / beta)**: -8.75 / -8.75 eV

```
! RIJCOSX wB97M-V def2-TZVPD def2/J DEFGRID3
* xyz 2 1
Ti -1.903 -1.658 0.493
Cl -2.813 -3.245 1.823
P 1.051 -1.712 0.738
P 2.475 0.678 -1.283
C 1.493 0.380 1.230
C 1.018 1.949 -1.439
C -6.583 -0.858 0.850
C -2.619 0.500 1.144
C -0.062 -3.061 0.275
C -5.493 -1.729 0.556
C -2.298 -1.864 -1.504
C -0.075 0.996 -0.809
C 0.093 0.779 0.713
C 2.591 1.152 0.658
C 1.065 3.242 -0.840
C 1.415 3.515 0.530
C 3.881 1.843 -1.534
C 2.377 0.147 -3.131
C -4.024 0.110 1.046
C -4.236 -1.213 0.668
C 2.534 2.617 1.115
C -5.086 0.998 1.269
C 2.463 -1.988 -0.472
C -6.383 0.481 1.209
C 1.957 -2.344 2.209
C 3.429 -0.873 -0.819
H -4.864 2.043 1.495
H 1.927 -0.848 -3.256
H 3.562 0.759 0.998
H -7.605 -1.240 0.806
H 0.397 -4.056 0.286
H -7.220 1.134 1.448
H 3.483 2.830 -1.810
H 3.059 -2.792 -0.023
H -1.587 -1.520 -2.263
H 2.010 -2.400 -1.380
H 4.140 -0.643 -0.013
H 4.534 1.475 -2.335
H 0.540 3.437 1.192
H 3.516 3.100 0.971
H -2.347 1.381 0.538
H 0.623 4.061 -1.394
H 2.650 -1.579 2.591
H -0.618 -0.057 1.015
H -5.660 -2.764 0.250
H 4.488 1.942 -0.623
H 1.808 0.863 -3.739
H -0.257 1.674 1.244
H 2.548 -3.216 1.895
H 0.791 2.045 -2.505
H 1.265 -2.650 3.001
H -0.083 0.019 -1.337
H 1.757 4.561 0.608
H 4.061 -1.110 -1.688
H 2.374 2.601 2.203
H 3.395 0.093 -3.546
H -0.551 -2.894 -0.721
H -3.234 -1.287 -1.556
H -2.237 0.597 2.179
H 1.546 0.341 2.330
H -2.546 -2.927 -1.654
H -1.084 1.405 -1.003
H -0.847 -3.218 1.102
*
```

Löwdin population analysis, charges in e, atoms 1 to 4: atom 1 (Ti): 0.574, atom 2 (Cl): 0.274, atom 3 (P): 1.027, atom 4 (P): 0.889



Molecular formula: C5H9ClSi
Method: DFT, ωB97M-V/def2-TZVPD

Results
**Energy relative to the best compared isomer or geometry (same formula, charge and spin)**: 87.4 kcal/mol
**HOMO (alpha / beta)**: -8.06 / -6.74 eV
**Max |F|**: 5.66 eV/Å
**Calculated total energy**: -945.4848 Eh
**LUMO level (alpha / beta)**: 0.16 / 0.19 eV

```
! RIJCOSX wB97M-V def2-TZVPD def2/J DEFGRID3
* xyz 0 1
Cl -2.670 1.664 -1.095
Si -1.237 0.296 -0.729
C 0.322 0.123 1.761
C -1.616 -1.084 -1.915
C 1.886 0.783 -0.238
C 1.760 0.349 1.204
C -0.798 0.092 1.077
H 2.176 1.846 -0.535
H -0.684 -1.876 -1.818
H -1.676 -0.881 -2.926
H 2.408 -0.462 1.473
H -1.800 -0.073 1.570
H 0.001 -0.096 2.781
H 2.278 -0.105 -0.783
H 2.154 1.180 1.782
H -2.503 -1.757 -1.608
*
```

Löwdin population analysis, charges in e, atoms 1 to 4: atom 1 (Cl): 0.299, atom 2 (Si): 0.272, atom 3 (C): -0.167, atom 4 (C): -0.299



Molecular formula: C2H3FO2
Method: DFT, ωB97M-V/def2-TZVPD

Results
**Energy relative to the best compared isomer or geometry (same formula, charge and spin)**: 118.0 kcal/mol
**HOMO (alpha / beta)**: -9.48 / -9.50 eV
**Max |F|**: 4.80 eV/Å
**Calculated total energy**: -328.1671 Eh
**LUMO level (alpha / beta)**: -2.25 / -2.25 eV

```
! RIJCOSX wB97M-V def2-TZVPD def2/J DEFGRID3
* xyz 0 1
F -2.670 0.347 0.054
O 0.348 1.052 -0.614
O -1.507 -1.481 -0.208
C 1.130 0.270 0.067
C -1.641 -0.353 -0.142
H 2.133 0.423 -0.259
H 0.998 -0.772 -0.142
H 1.209 0.513 1.244
*
```

Löwdin population analysis, charges in e, atoms 1 to 4: atom 1 (F): 0.231, atom 2 (O): -0.100, atom 3 (O): 0.249, atom 4 (C): -0.370



Molecular formula: C30H33GeN2OS4Sn
Method: DFT, ωB97M-V/def2-TZVPD

Results
**Energy relative to the best compared isomer or geometry (same formula, charge and spin)**: 1.9 kcal/mol
**HOMO**: -3.75 eV
**Max |F|**: 0.24 eV/Å
**Calculated total energy**: -5231.8354 Eh
**LUMO level**: 2.64 eV

```
! RIJCOSX wB97M-V def2-TZVPD def2/J DEFGRID3
* xyz -1 1
Sn 2.225 -0.793 -0.974
Ge -1.652 -0.932 -1.034
S 0.610 -1.251 -3.122
S 2.856 -3.456 -2.182
S 1.128 -3.419 -3.278
S 2.339 -3.306 -0.169
O 1.773 2.764 -1.324
N 0.324 2.305 -3.024
N -0.458 2.816 -0.902
C -3.821 -2.834 -1.682
C 0.627 2.605 -1.714
C 3.773 2.884 1.344
C -1.154 0.591 2.900
C -2.750 0.342 -2.087
C -3.395 1.216 -4.260
C 2.409 1.096 2.464
C 4.730 2.999 0.164
C 2.214 -0.192 2.948
C -3.411 -0.215 2.760
C -3.509 1.353 -1.498
C -2.493 -2.689 -1.287
C -1.740 -3.837 -1.040
C -1.943 -0.414 0.840
C 3.595 1.464 1.840
C 2.997 -2.562 3.326
C -4.197 2.286 -2.267
C 4.213 3.795 2.495
C -2.305 -5.097 -1.177
C 0.170 -0.866 -1.526
C -3.632 -5.228 -1.565
C -2.713 0.286 -3.485
C -3.181 -0.616 1.451
C -4.392 -4.094 -1.820
C -2.396 0.396 3.486
C 4.385 -0.798 2.184
C -0.931 0.185 1.589
C 3.203 -1.161 2.822
C -4.138 2.221 -3.652
C 4.580 0.489 1.708
H 5.193 3.486 2.871
H 5.504 0.722 1.194
H -4.774 3.064 -1.783
H 4.289 4.832 2.161
H 4.716 4.018 -0.225
H -4.666 2.949 -4.254
H 5.155 -1.545 2.032
H 2.794 3.216 0.991
H -2.137 -0.491 -3.974
H 2.072 -2.642 3.897
H -3.347 1.156 -5.340
H -3.979 -1.099 0.897
H 2.946 -3.268 2.494
H 3.509 3.752 3.327
H -5.426 -4.190 -2.131
H -0.695 -3.744 -0.760
H 0.050 0.323 1.145
H -4.380 -0.381 3.215
H -2.571 0.709 4.508
H -4.071 -6.212 -1.678
H -0.355 1.054 3.468
H 1.271 -0.453 3.416
H -1.333 2.384 -1.160
H -0.531 1.785 -3.173
H 3.824 -2.871 3.968
H 4.432 2.327 -0.642
H -0.241 2.782 0.080
H 1.619 1.834 2.564
H -1.703 -5.978 -0.993
H -3.564 1.419 -0.416
H -4.419 -1.954 -1.899
H 1.115 1.913 -3.512
H 5.758 2.773 0.459
*
```

Löwdin population analysis, charges in e, atoms 1 to 4: atom 1 (Sn): 0.712, atom 2 (Ge): 0.846, atom 3 (S): 0.220, atom 4 (S): -0.198



Molecular formula: C2H4P4
Method: DFT, ωB97M-V/def2-TZVPD

Results
**Energy relative to the best compared isomer or geometry (same formula, charge and spin)**: 50.3 kcal/mol
**HOMO**: -7.99 eV
**Max |F|**: 3.07 eV/Å
**Calculated total energy**: -1443.8856 Eh
**LUMO level**: -0.93 eV

```
! RIJCOSX wB97M-V def2-TZVPD def2/J DEFGRID3
* xyz 0 1
P -3.256 1.584 0.638
P -0.060 1.504 -0.351
P -2.604 1.139 -1.590
P -4.094 2.498 -0.872
C 1.295 -1.145 -0.267
C 0.653 0.118 -0.295
H 0.576 -2.003 -0.500
H 2.175 -1.111 -0.861
H 1.752 -1.274 0.668
H -1.743 2.098 -2.353
*
```

Löwdin population analysis, charges in e, atoms 1 to 4: atom 1 (P): 0.110, atom 2 (P): 0.666, atom 3 (P): 0.038, atom 4 (P): 0.019



Molecular formula: C36H45NO5PSScSi
Method: DFT, ωB97M-V/def2-TZVPD

Results
**Energy relative to the best compared isomer or geometry (same formula, charge and spin)**: 3.4 kcal/mol
**HOMO**: -9.06 eV
**Max |F|**: 0.31 eV/Å
**Calculated total energy**: -3619.7980 Eh
**LUMO level**: 0.49 eV

```
! RIJCOSX wB97M-V def2-TZVPD def2/J DEFGRID3
* xyz 0 1
Sc 0.766 -0.795 -0.312
S 2.487 -0.531 1.852
P -0.897 -2.857 0.049
Si -1.359 1.760 -0.708
O 2.743 -0.973 3.190
O 1.094 0.005 1.632
O -0.724 0.274 -0.902
O 4.208 -1.455 -2.466
O 2.133 -0.998 -1.745
N 2.572 -1.579 0.703
C -0.046 -4.367 0.676
C -0.379 2.959 -1.766
C 1.203 4.771 -3.211
C 0.763 2.534 -2.448
C -0.893 -5.523 1.202
C -0.129 3.100 1.502
C 6.239 4.045 0.590
C 4.153 2.712 0.156
C -1.774 1.944 3.411
C 5.306 2.912 0.918
C 0.971 -4.838 -0.368
C -3.174 1.714 -1.157
C -5.440 2.555 -0.968
C -4.977 0.705 -2.430
C -0.716 2.752 3.806
C -1.504 -2.203 2.678
C -1.180 2.284 1.082
C -0.715 4.314 -1.835
C 3.383 -1.396 -1.590
C 0.104 3.334 2.850
C 5.564 2.050 1.977
C -3.637 0.763 -2.071
C 3.732 -1.791 -0.144
C -5.880 1.604 -1.878
C -2.490 -4.544 -1.660
C -2.141 -2.285 1.289
C -4.099 2.605 -0.611
C -2.000 1.717 2.062
C 0.063 5.212 -2.550
C -0.994 -2.822 -2.731
C -1.849 -3.165 -1.507
C 3.568 0.822 1.506
C 1.552 3.429 -3.162
C -3.480 -3.020 1.321
C 4.702 1.005 2.278
C 3.289 1.675 0.443
H 1.604 -4.019 -0.717
H 7.086 4.072 1.273
H -1.598 4.677 -1.319
H 2.430 3.072 -3.686
H -2.334 -1.260 0.946
H -0.655 -1.785 -2.712
H -2.834 1.086 1.764
H -3.101 -4.824 -0.804
H 0.525 3.555 0.765
H -2.936 0.059 -2.507
H 0.480 -5.281 -1.236
H -6.926 1.562 -2.155
H 0.930 3.965 3.155
H 5.721 5.003 0.650
H -1.551 -5.213 2.011
H 1.620 -5.599 0.068
H -1.581 -2.959 -3.642
H -2.643 -2.411 -1.438
H 2.392 1.558 -0.155
H 6.452 2.198 2.580
H -0.116 -3.465 -2.805
H 1.045 1.486 -2.445
H 6.624 3.945 -0.426
H -3.371 -4.062 1.621
H 4.036 -2.839 -0.142
H -0.216 6.257 -2.591
H 0.527 -3.955 1.514
H 4.604 -1.206 0.159
H 4.892 0.339 3.108
H -0.577 -1.629 2.678
H -3.989 -2.991 0.358
H -2.192 -1.711 3.367
H 3.928 3.379 -0.668
H -2.418 1.493 4.155
H -1.731 -5.315 -1.803
H -3.128 -4.550 -2.546
H -1.293 -3.197 3.077
H -6.143 3.255 -0.533
H -5.318 -0.037 -3.141
H -1.502 -5.976 0.420
H -4.135 -2.536 2.049
H 1.812 5.471 -3.768
H -0.233 -6.299 1.595
H -0.532 2.928 4.859
H -3.771 3.342 0.115
*
```

Löwdin population analysis, charges in e, atoms 1 to 4: atom 1 (Sc): 0.826, atom 2 (S): 0.611, atom 3 (P): 1.061, atom 4 (Si): 0.495



Molecular formula: C22H36FN7O3Pt
Method: DFT, ωB97M-V/def2-TZVPD

Results
**Energy relative to the best compared isomer or geometry (same formula, charge and spin)**: 8.4 kcal/mol
**HOMO (alpha / beta)**: -18.64 / -18.59 eV
**Max |F|**: 2.54 eV/Å
**Calculated total energy**: -1686.6340 Eh
**LUMO level (alpha / beta)**: -10.51 / -13.87 eV

```
! RIJCOSX wB97M-V def2-TZVPD def2/J DEFGRID3
* xyz 4 5
Pt 0.664 3.406 -0.285
F 2.878 -3.317 -0.003
O 0.579 1.029 -0.213
O -3.384 2.021 -0.987
O -1.461 2.838 -0.134
N 1.045 -7.898 1.400
N 0.068 4.066 1.831
N 2.842 3.925 -0.289
N 0.672 5.824 -0.366
N 0.874 -5.347 0.106
N -2.424 -1.832 -0.243
N 0.082 3.936 -2.431
C 1.263 -1.678 -0.084
C 0.582 -4.020 0.024
C 0.025 5.529 2.022
C 0.171 6.247 -1.691
C 1.587 -2.996 -0.002
C -0.760 -3.578 -0.046
C 2.230 -7.371 0.651
C -3.995 -3.019 1.271
C -1.105 -2.236 -0.140
C 2.191 -5.849 0.544
C -2.688 -0.527 -0.354
C -3.564 -2.772 -0.170
C -0.267 -7.437 0.805
C 2.063 6.249 -0.121
C -1.745 0.473 -0.345
C -0.699 5.183 -2.329
C -0.277 6.204 0.700
C -2.271 1.934 -0.517
C -0.044 -6.402 -0.304
C -0.077 -1.254 -0.143
C 3.060 5.308 -0.773
C -0.362 0.194 -0.226
H -0.790 -8.290 0.378
H -0.408 7.168 -1.598
H 3.371 3.271 -0.859
H -1.278 5.912 0.374
H 1.020 6.458 -2.343
H 2.441 -5.383 1.500
H -4.346 -2.095 1.728
H -3.728 -0.244 -0.472
H 2.976 -5.570 -0.158
H -0.497 3.186 -2.806
H -0.273 7.290 0.842
H -3.179 -3.416 1.878
H 0.377 -6.888 -1.189
H -4.385 -2.336 -0.734
H 2.059 -0.947 -0.129
H -1.592 4.975 -1.738
H 2.221 7.261 -0.501
H -0.886 -7.032 1.604
H 0.967 5.867 2.447
H 0.563 3.611 2.594
H 2.258 -7.846 -0.328
H 4.068 5.649 -0.530
H -3.297 -3.696 -0.676
H 2.248 6.273 0.951
H -4.818 -3.732 1.291
H -1.006 -6.004 -0.610
H 2.964 5.315 -1.858
H -1.023 5.533 -3.311
H -0.879 3.683 1.794
H 3.141 -7.656 1.175
H -1.552 -4.311 -0.005
H 1.110 -7.607 2.378
H 3.196 3.829 0.660
H 0.877 4.057 -3.054
H -0.759 5.805 2.730
H 1.085 -8.922 1.415
*
```

Löwdin population analysis, charges in e, atoms 1 to 4: atom 1 (Pt): 1.469, atom 2 (F): 0.130, atom 3 (O): -0.102, atom 4 (O): 0.118